Formula: C31H26Br5N6O12STi
Source: the Open Molecules 2025 dataset
Level of theory: ωB97M-V/def2-TZVPD

Results
Charge: -2
Multiplicity: 4
Highest occupied orbital energy (alpha / beta) (eV): -0.756 / -3.339
Electronic energy (Ha): -16546.04012
Energy above the lowest of the compared OMol25 structures with the same formula, charge and spin (eV): 1.609

Geometry as XYZ:
```
82
C31H26Br5N6O12STi | the Open Molecules 2025 dataset | ωB97M-V/def2-TZVPD
Ti -0.438 -0.244 0.025
O -2.326 -4.693 4.330
C -1.774 -3.706 3.570
C -2.361 -2.457 3.417
C -1.726 -1.540 2.600
N -0.569 -1.797 1.969
C -0.022 -2.972 2.165
Br 1.648 -3.302 1.350
C -0.573 -3.985 2.942
H -3.142 -4.369 4.725
H -3.288 -2.188 3.908
H -2.136 -0.553 2.434
H -0.082 -4.937 3.063
O -0.842 1.054 -1.292
C -1.897 1.575 -1.677
C -3.193 1.106 -1.325
C -4.303 1.774 -1.893
C -5.597 1.366 -1.592
C -5.754 0.294 -0.667
C -4.675 -0.352 -0.119
C -3.360 0.013 -0.452
O -2.337 -0.695 0.014
N -6.701 1.959 -2.163
O -7.869 1.527 -1.848
O -6.522 2.902 -3.009
H -1.799 2.435 -2.347
H -4.170 2.605 -2.573
H -6.768 0.007 -0.428
H -4.809 -1.179 0.568
Br 0.629 2.910 6.122
C 0.894 2.022 4.472
C 2.115 1.449 4.165
Br 3.566 1.529 5.379
C 2.287 0.793 2.934
Br 3.910 -0.021 2.414
C 1.258 0.730 2.014
O 1.309 0.112 0.844
C -0.007 1.299 2.339
O -0.951 1.134 1.453
C -0.170 1.943 3.560
Br -1.898 2.614 3.914
C 6.746 -4.352 -1.602
C 7.359 -3.834 -2.893
S 6.197 -3.438 -4.171
O 5.144 -4.436 -4.143
O 6.955 -3.253 -5.386
C 5.551 -1.910 -3.618
C 4.393 -1.352 -4.450
N 3.502 -0.595 -3.592
C 2.377 -1.107 -2.995
N 1.794 -0.232 -2.220
C 2.572 0.912 -2.274
C 3.640 0.708 -3.110
N 4.700 1.527 -3.423
O 4.670 2.728 -3.004
O 5.719 1.028 -4.068
C 1.910 -2.511 -3.212
H 7.537 -4.723 -0.950
H 6.044 -5.159 -1.800
H 6.217 -3.564 -1.067
H 8.009 -4.570 -3.372
H 7.941 -2.925 -2.735
H 6.348 -1.164 -3.609
H 5.208 -2.097 -2.598
H 3.811 -2.140 -4.923
H 4.805 -0.685 -5.200
H 2.349 1.799 -1.709
H 2.734 -3.195 -3.421
H 1.204 -2.600 -4.046
H 1.417 -2.848 -2.302
O -0.323 -2.057 -0.973
N -1.200 -2.251 -1.937
C -1.202 -1.420 -2.993
C -2.174 -1.559 -3.968
C -3.121 -2.559 -3.846
C -3.076 -3.416 -2.760
C -2.096 -3.238 -1.802
H -0.401 -0.690 -2.987
H -2.171 -0.863 -4.794
H -3.900 -2.665 -4.590
H -3.798 -4.207 -2.623
H -1.985 -3.813 -0.896
```